# C3H4S

A cluster of 2 separate species, C3H4S in total in a non-equilibrium geometry (ωB97M-V with the def2-TZVPD basis set, the Open Molecules 2025 dataset).

Results
molecular weight = 72.13 g mol⁻¹
LUMO level (alpha / beta) = -1.4252 / -1.4226 eV
HOMO-LUMO gap (alpha / beta) = 7.09 / 7.11 eV
HOMO energy (alpha / beta) = -8.52 / -8.53 eV

Each atom is followed by the atoms it is bonded to, with distances in Å.
CARTESIAN COORDINATES (ANGSTROEM)
1 C 0.15241 -0.48797 -0.19327  C3 1.297
2 C -2.24808 0.13986 -0.06450  H5 1.068, H6 1.117
3 C 1.44076 -0.44916 -0.04604  C1 1.297, S4 1.839, H7 1.039
4 S 2.42166 0.88718 0.74990  C3 1.839, H8 1.222
5 H -2.66733 -0.77563 0.29141  C2 1.068
6 H -2.63835 0.37888 -1.08337  C2 1.117
7 H 2.14526 -1.20195 -0.17778  C3 1.039
8 H 1.39367 1.50878 0.52365  S4 1.222

Atomic charges from the natural (NBO) analysis, expressed in e, are listed below:
1 C 0.2594
2 C -0.2707
3 C -0.6853
4 S 0.0920
5 H 0.0987
6 H 0.1077
7 H 0.2871
8 H 0.1112